1.
{"formula": "C36H36GeN7O7S3Sn", "method": "wB97M-V/def2-TZVPD", "total_charge": 3, "homo_energy_ha": -0.591, "homo_lumo_gap_ha": 0.3024, "lumo_ev": -7.85, "de_lowest_kcal_mol": 81.9, "fmax_ev_per_a": 2.08, "symbols": ["Sn", "Ge", "S", "S", "S", "O", "O", "O", "O", "O", "O", "O", "N", "N", "N", "N", "N", "N", "N", "C", "C", "C", "C", "C", "C", "C", "C", "C", "C", "C", "C", "C", "C", "C", "C", "C", "C", "C", "C", "C", "C", "C", "C", "C", "C", "C", "C", "C", "C", "C", "C", "C", "C", "C", "C", "H", "H", "H", "H", "H", "H", "H", "H", "H", "H", "H", "H", "H", "H", "H", "H", "H", "H", "H", "H", "H", "H", "H", "H", "H", "H", "H", "H", "H", "H", "H", "H", "H", "H", "H", "H"], "coordinates": [[-1.14315, -0.99376, -0.42620], [1.11755, 1.54524, -3.07960], [-1.25575, 2.45454, -1.25520], [0.03265, 1.59654, 1.08100], [2.28005, 0.13694, 1.61870], [-1.60175, 1.76114, 0.02110], [0.59005, 0.81844, -0.02050], [1.55405, 1.52684, 1.95700], [-1.14415, -3.02006, -1.59360], [-0.61565, 1.43504, -2.13920], [-2.34305, 3.08614, -1.89350], [-0.76065, 1.00404, 2.10020], [-0.25755, -5.01566, -2.17830], [1.17475, -0.79956, 4.19580], [1.14385, -1.02026, 1.86930], [-5.38165, 0.64154, 0.72040], [-2.13005, -4.25306, -3.22820], [-1.37665, -2.09386, 2.06930], [-3.59655, -0.45166, 0.04310], [4.49385, 0.48814, 3.22920], [4.49275, 1.11164, -0.56880], [2.47055, -0.29546, 4.29780], [0.84615, -0.22826, -3.93550], [0.30025, -2.66526, -5.15260], [3.11155, -0.23556, 5.53410], [1.71785, -1.30276, -3.77030], [-1.91375, -3.74696, 4.23570], [4.42115, 3.41814, -1.22600], [-1.18625, -4.06006, -2.31300], [-5.39895, 0.66774, -0.64060], [1.38545, 5.42484, 0.84110], [1.04095, 5.70974, -0.47240], [3.21995, 3.19724, -1.87720], [5.06945, 2.37244, -0.58820], [-2.78945, -3.68066, 3.16310], [-3.24555, -3.37366, -3.48570], [3.16835, 0.08264, 3.15320], [0.64425, -1.24466, 3.05070], [-4.28495, -0.02726, 1.09370], [-0.08915, 3.61484, -0.61820], [1.02235, 4.21554, 1.42990], [-2.46915, -2.84676, 2.10010], [0.28895, 3.31764, 0.67850], [1.43915, -2.51736, -4.37850], [5.12985, 0.52994, 4.45710], [-4.28615, -0.00706, -1.05280], [-0.55955, -1.59226, -5.33750], [3.29205, 0.88684, -1.22060], [4.43185, 0.16974, 5.60590], [-0.78295, -2.94316, 4.22050], [0.26875, 4.81474, -1.20790], [2.65555, 1.92444, -1.89140], [-0.28835, -0.37686, -4.73290], [-0.55355, -2.11226, 3.12290], [-6.38415, 1.21544, 1.57880], [-3.09605, -2.77656, 1.21350], [-2.10535, -5.10396, -3.77250], [-0.07605, -3.01716, 5.03150], [1.36135, 6.64034, -0.91660], [1.94315, 6.14364, 1.42130], [0.68615, -0.95146, 5.07170], [0.08665, -3.61086, -5.62700], [4.92515, 0.20594, 6.56530], [-3.30075, -2.63066, -2.68950], [-0.06945, 5.04314, -2.20940], [-6.35895, 2.30484, 1.52850], [6.03065, 2.53574, -0.12530], [-4.15945, -3.96606, -3.50700], [-2.10085, -4.41266, 5.06480], [-6.18655, 1.13874, -1.19380], [2.64015, -1.18206, -3.21640], [4.87275, 4.39704, -1.24040], [6.15995, 0.84444, 4.52290], [-4.00365, -0.19036, 2.11850], [2.84155, -0.09966, -1.21660], [2.73305, 4.00864, -2.40610], [0.72855, 2.78054, -3.89880], [-3.69195, -4.26956, 3.14520], [-3.94135, -0.20656, -2.05550], [-3.12245, -2.87486, -4.44730], [2.12525, -3.34356, -4.26910], [-7.37595, 0.88284, 1.27050], [2.58485, -0.53306, 6.42880], [-0.94105, 0.47404, -4.89640], [-0.29785, -5.88106, -2.68990], [4.99895, 0.28794, -0.08700], [5.00465, 0.78804, 2.32910], [-1.42105, -1.69186, -5.98160], [-6.20865, 0.90524, 2.60640], [1.29095, 3.99154, 2.44970], [0.47775, -4.89506, -1.50550]], "mulliken_charge": [2.42, 0.68, 1.62, 1.51, 0.56, -0.73, -0.20, -0.44, -0.58, -0.34, -0.70, -0.72, -0.40, 0.19, -0.32, 0.14, -0.20, 0.39, 0.28, -0.20, -0.70, -0.02, 0.19, -0.61, -0.96, -0.11, -0.63, -0.90, 0.32, -0.88, -0.73, -0.71, -0.63, -0.77, -1.09, -0.61, 0.71, 0.56, -0.56, 0.09, -0.67, -0.36, -0.02, -0.81, -0.80, -0.44, -0.70, -0.04, -0.69, -0.72, -0.68, 0.59, -0.79, -0.47, -0.90, 0.70, 0.22, 0.53, 0.50, 0.50, 0.38, 0.51, 0.44, 0.07, 0.60, 0.34, 0.50, 0.37, 0.49, 0.48, 0.57, 0.52, 0.47, 0.46, 0.29, 0.57, 0.03, 0.48, 0.46, 0.23, 0.48, 0.36, 0.45, 0.44, 0.19, 0.77, 0.36, 0.61, 0.31, 0.68, 0.21]}

***

2.
{"formula": "C3H11O3", "method": "wB97M-V/def2-TZVPD", "homo_energy_ha": [-0.399, -0.397], "homo_lumo_gap_ha": [0.4256, 0.2831], "spin_multiplicity": 2, "lumo_ev": [0.72, -3.10], "de_lowest_kcal_mol": 10.8, "s2": 0.75, "fmax_ev_per_a": 2.57, "symbols": ["O", "O", "O", "C", "C", "C", "H", "H", "H", "H", "H", "H", "H", "H", "H", "H", "H"], "coordinates": [[-0.50851, -0.11576, 0.96006], [0.60781, -0.68456, 3.34184], [-2.50986, -1.64296, 1.13880], [1.00683, 1.05385, -2.29856], [0.20267, -0.23409, -0.16862], [0.47699, 1.11686, -0.85457], [-0.40893, 1.78179, -0.78760], [1.33476, 2.08073, -2.44240], [0.19901, -0.36357, 2.52745], [1.16327, -0.74093, 0.06092], [-2.53982, -2.04728, 0.27497], [0.17817, 0.83148, -2.99240], [-0.22134, -0.82462, -1.03168], [-1.73328, -1.03343, 1.09569], [-0.06227, -1.22294, 3.79521], [1.75375, 0.27802, -2.42973], [1.06074, 1.76742, -0.18937]], "mulliken_charge": [-0.56, -0.68, -0.70, -1.08, -0.12, -0.58, 0.36, 0.34, 0.45, 0.25, 0.28, 0.31, 0.27, 0.48, 0.32, 0.31, 0.35]}

***

3.
{"formula": "CH2Br2CrF5N2O6Te", "method": "wB97M-V/def2-TZVPD", "homo_energy_ha": [-0.409, -0.413], "homo_lumo_gap_ha": [0.3353, 0.3308], "spin_multiplicity": 4, "lumo_ev": [-2.02, -2.24], "de_lowest_kcal_mol": 13.3, "s2": 3.77, "fmax_ev_per_a": 0.86, "symbols": ["Te", "Br", "Br", "Cr", "F", "F", "F", "F", "F", "O", "O", "O", "O", "O", "O", "N", "N", "C", "H", "H"], "coordinates": [[-0.19113, 2.72407, -0.15465], [2.14450, -0.90166, -0.83339], [1.67560, -4.07302, -0.36125], [-0.26391, -0.31473, -0.10851], [1.19155, 2.71863, -1.41527], [-1.12858, 3.58848, -1.49397], [-0.41714, 0.89689, -1.53125], [1.02623, 3.86297, 0.67074], [-1.32099, 3.66174, 1.01139], [-3.30650, 2.00850, 0.08179], [-1.69563, -3.46065, 0.85209], [0.38444, 1.24255, 0.79998], [-1.14382, -2.04195, -0.70093], [-2.10100, 0.27129, 0.28163], [-0.45903, -1.71690, 1.28935], [-2.22990, 1.52913, 0.06710], [-1.14875, -2.47786, 0.49718], [2.68226, -2.52505, 0.09756], [3.71138, -2.67214, -0.20617], [2.59042, -2.32032, 1.15661]], "mulliken_charge": [1.88, 0.15, -0.04, 0.62, -0.39, -0.34, -0.61, -0.37, -0.39, -0.42, -0.56, -0.56, -0.44, -0.26, -0.46, 0.70, 1.36, -0.56, 0.37, 0.33]}

***

4.
{"formula": "C5H14N4O", "method": "wB97M-V/def2-TZVPD", "homo_energy_ha": -0.308, "homo_lumo_gap_ha": 0.3337, "lumo_ev": 0.71, "de_lowest_kcal_mol": 87.3, "fmax_ev_per_a": 3.27, "smiles": "NCCCC/N=C(/N)NO", "symbols": ["O", "N", "N", "N", "N", "C", "C", "C", "C", "C", "H", "H", "H", "H", "H", "H", "H", "H", "H", "H", "H", "H", "H", "H"], "coordinates": [[-3.97802, -0.23129, 0.74050], [-0.70466, 0.15755, -0.74544], [-2.41078, 1.70692, -0.62603], [-2.61185, -0.24738, 0.69458], [3.28360, 0.98247, -0.13452], [-1.82757, 0.51558, -0.20915], [1.23420, -1.30971, -0.49470], [-0.23663, -1.24754, -0.89951], [2.08029, 0.85294, 0.71868], [1.47587, -0.59557, 0.84402], [2.17432, -1.06202, 1.49235], [0.50179, -0.49007, 1.32951], [-3.39615, 1.85246, -0.31993], [-4.40184, -0.22118, -0.09815], [1.74330, -0.73837, -1.23938], [-1.95074, 2.11797, -1.39803], [1.28308, 1.38994, 0.26326], [1.48313, -2.31973, -0.51399], [2.18548, 1.23941, 1.87580], [3.72837, 1.91513, -0.10188], [4.02508, 0.34423, 0.05881], [-0.52906, -1.56934, -1.97257], [-2.21973, -1.20312, 0.90340], [-0.93145, -1.83926, -0.16764]], "mulliken_charge": [-0.47, -0.51, -0.45, -0.13, -0.52, 0.53, -0.75, -0.58, -0.50, -0.75, 0.50, 0.29, 0.26, 0.31, 0.43, 0.24, 0.30, 0.43, 0.22, 0.22, 0.19, 0.30, 0.25, 0.20]}

***

5.
{"formula": "C17H18N2O2S", "method": "wB97M-V/def2-TZVPD", "total_charge": 2, "homo_energy_ha": -0.524, "homo_lumo_gap_ha": 0.2039, "lumo_ev": -8.72, "fmax_ev_per_a": 6.64, "symbols": ["S", "O", "O", "N", "N", "C", "C", "C", "C", "C", "C", "C", "C", "C", "C", "C", "C", "C", "C", "C", "C", "C", "H", "H", "H", "H", "H", "H", "H", "H", "H", "H", "H", "H", "H", "H", "H", "H", "H", "H"], "coordinates": [[4.78745, -0.82567, 2.18139], [5.79326, -0.06036, 2.91712], [5.49341, -1.78392, 1.32808], [2.29312, 0.18431, 1.29202], [-4.98384, 0.11587, 1.56071], [-4.33768, 0.70303, 0.48518], [3.77496, 0.26937, 1.08647], [-2.88823, 0.76762, 0.45007], [-1.02922, -0.26788, -4.37411], [-1.09826, -0.39242, -2.99215], [0.04700, -0.22801, -2.22153], [1.25971, 0.06928, -2.83269], [-0.60488, 0.23620, 1.50631], [1.32770, 0.19733, -4.21389], [-4.34479, -0.40286, 2.65430], [0.12192, 1.41150, 1.01160], [-2.14176, 0.18707, 1.60554], [1.57356, 1.31791, 0.92649], [0.17176, -0.93605, 1.92078], [0.18455, 0.02411, -4.98512], [-2.88751, -0.39317, 2.72437], [1.62687, -0.91075, 1.78713], [-2.31908, -0.81349, 3.59304], [2.10323, 2.22081, 0.52561], [-6.01011, 0.06507, 1.55681], [-0.00563, -0.33129, -1.14293], [-4.99313, 1.08270, -0.33272], [0.23930, 0.11740, -6.06279], [-2.04642, -0.61932, -2.51531], [2.18102, -1.82317, 2.09968], [-0.33150, -1.84875, 2.30760], [-2.32375, 1.22867, -0.39736], [2.15377, 0.20118, -2.23142], [4.03508, -1.50988, 3.11689], [-1.92070, -0.39832, -4.97576], [-4.88942, -0.87751, 3.51215], [-0.38034, 2.35415, 0.69019], [2.27220, 0.43135, -4.69052], [3.95391, -0.09664, 0.03102], [4.14246, 1.33453, 1.09776]], "mulliken_charge": [0.92, -0.56, -0.54, 0.15, 0.00, -0.54, -0.50, -0.40, -0.44, -0.59, 0.20, -0.29, 0.90, -0.55, -0.41, -0.43, 0.25, -0.16, -0.76, -0.49, -0.34, -0.24, 0.44, 0.34, 0.31, 0.35, 0.40, 0.39, 0.41, 0.46, 0.44, 0.39, 0.29, 0.17, 0.39, 0.39, 0.45, 0.39, 0.33, 0.47]}